# C4H8N2O2

The molecule C4H8N2O2 at a distorted geometry (wB97M-V/def2-TZVPD, the Open Molecules 2025 dataset).

Atoms and positions in Å:
O  2.51231  -1.10132  -0.78857
O  0.71225  2.08268  0.44718
N  -1.24450  -0.15834  -0.59234
N  -0.78511  -0.44547  0.75358
C  1.50918  1.17966  -0.36726
C  0.58340  -1.15131  0.80619
C  1.60291  -0.44304  -0.20178
C  -2.50489  -0.06620  -0.81068
H  -2.75534  0.46230  -1.87445
H  -0.21981  1.78764  0.76448
H  -1.55382  -0.78935  1.46676
H  -3.09525  -0.41604  0.13580
H  2.47247  1.45459  -0.37979
H  0.58364  -2.28303  0.33653
H  0.94940  -1.07136  1.82768
H  1.23319  0.95857  -1.52333

Output
- energy (eV) = -11348.30595
- HOMO level (eV) = -9.204
- SMILES = C=NNCC(=O)CO
- LUMO energy (eV) = 0.6
- relative energy (zero: lowest compared OMol25 entry of this formula, charge and spin) (kJ/mol) = 560.3

natural (NBO) atomic charge list, values in e, 6 entries: number 1, O, carries -0.558; number 2, O, carries -0.735; number 3, N, carries -0.255; number 4, N, carries -0.512; number 5, C, carries -0.143; number 6, C, carries -0.327